[1]
{
  "formula": "C64H110F30N11O25S10",
  "method": "wB97M-V/def2-TZVPD",
  "elements": ["C", "C", "C", "N", "C", "C", "C", "C", "C", "C", "H", "H", "H", "H", "H", "H", "H", "H", "H", "H", "H", "H", "H", "H", "H", "H", "H", "H", "H", "H", "C", "C", "C", "C", "C", "C", "N", "O", "C", "C", "C", "H", "H", "H", "H", "H", "H", "H", "H", "H", "H", "H", "H", "H", "H", "H", "H", "H", "H", "C", "C", "C", "C", "C", "C", "N", "O", "C", "C", "C", "H", "H", "H", "H", "H", "H", "H", "H", "H", "H", "H", "H", "H", "H", "H", "H", "H", "H", "C", "C", "C", "C", "C", "C", "N", "O", "C", "C", "C", "H", "H", "H", "H", "H", "H", "H", "H", "H", "H", "H", "H", "H", "H", "H", "H", "H", "H", "C", "C", "C", "C", "C", "C", "N", "O", "C", "C", "C", "H", "H", "H", "H", "H", "H", "H", "H", "H", "H", "H", "H", "H", "H", "H", "H", "H", "H", "C", "C", "C", "C", "C", "C", "N", "O", "C", "C", "C", "H", "H", "H", "H", "H", "H", "H", "H", "H", "H", "H", "H", "H", "H", "H", "H", "H", "H", "C", "F", "F", "F", "S", "O", "O", "N", "S", "O", "O", "C", "F", "F", "F", "C", "F", "F", "F", "S", "O", "O", "N", "S", "O", "O", "C", "F", "F", "F", "C", "F", "F", "F", "S", "O", "O", "N", "S", "O", "O", "C", "F", "F", "F", "C", "F", "F", "F", "S", "O", "O", "N", "S", "O", "O", "C", "F", "F", "F", "C", "F", "F", "F", "S", "O", "O", "N", "S", "O", "O", "C", "F", "F", "F"],
  "xyz": [[20.03, 18.72, 17.76], [19.67, 17.48, 18.55], [19.24, 17.87, 19.96], [18.76, 16.75, 20.88], [18.45, 17.38, 22.19], [17.21, 18.27, 22.25], [16.01, 17.52, 21.77], [16.40, 16.92, 20.40], [17.58, 15.99, 20.49], [19.90, 15.82, 21.12], [20.17, 18.59, 16.68], [20.92, 19.17, 18.22], [19.25, 19.49, 17.90], [20.52, 16.78, 18.55], [18.81, 16.99, 18.13], [18.39, 18.54, 19.84], [19.97, 18.42, 20.53], [19.33, 17.85, 22.60], [18.25, 16.55, 22.89], [17.34, 19.08, 21.55], [17.18, 18.74, 23.22], [15.17, 18.19, 21.71], [15.62, 16.77, 22.43], [16.56, 17.76, 19.73], [15.50, 16.41, 20.09], [17.77, 15.44, 19.56], [17.42, 15.18, 21.18], [20.79, 16.31, 21.57], [20.13, 15.22, 20.21], [19.45, 15.14, 21.87], [22.33, 24.47, 18.27], [22.19, 24.34, 19.82], [21.16, 25.37, 20.24], [20.65, 25.15, 21.63], [20.05, 23.73, 21.90], [21.01, 22.68, 21.52], [21.74, 22.95, 20.24], [22.33, 22.07, 19.59], [20.27, 21.34, 21.37], [22.18, 22.51, 22.49], [23.60, 24.72, 20.45], [21.41, 24.20, 17.77], [23.09, 23.78, 17.94], [22.54, 25.51, 18.02], [20.35, 25.43, 19.47], [21.68, 26.34, 20.21], [19.91, 25.93, 21.86], [21.49, 25.36, 22.32], [19.15, 23.71, 21.28], [19.74, 23.64, 22.93], [19.60, 21.42, 20.51], [19.71, 21.14, 22.25], [21.03, 20.58, 21.22], [22.85, 23.34, 22.40], [22.64, 21.52, 22.20], [21.81, 22.49, 23.49], [24.25, 23.90, 20.64], [23.43, 25.16, 21.43], [24.11, 25.40, 19.79], [28.12, 18.58, 15.45], [27.16, 18.42, 16.59], [26.21, 19.56, 16.67], [24.95, 19.27, 17.53], [24.16, 17.98, 17.10], [25.06, 16.67, 17.01], [26.38, 17.13, 16.36], [26.89, 16.33, 15.50], [24.45, 15.65, 16.01], [25.36, 16.04, 18.39], [27.94, 18.09, 17.92], [28.93, 17.88, 15.42], [28.47, 19.64, 15.46], [27.56, 18.35, 14.59], [25.94, 19.91, 15.68], [26.64, 20.41, 17.20], [24.26, 20.14, 17.41], [25.20, 19.20, 18.58], [23.88, 18.19, 16.06], [23.28, 17.64, 17.68], [25.09, 14.78, 16.02], [24.20, 16.14, 15.07], [23.55, 15.24, 16.41], [24.45, 15.66, 18.84], [25.67, 16.75, 19.13], [26.06, 15.25, 18.27], [27.30, 17.99, 18.83], [28.54, 18.95, 18.08], [28.44, 17.13, 17.76], [16.37, 21.75, 14.15], [17.64, 21.91, 13.33], [17.70, 20.86, 12.25], [18.85, 21.22, 11.29], [18.64, 22.50, 10.53], [18.57, 23.72, 11.49], [17.66, 23.35, 12.75], [17.08, 24.17, 13.26], [17.93, 24.94, 10.86], [19.97, 24.18, 11.98], [18.90, 21.81, 14.22], [15.52, 21.84, 13.40], [16.25, 22.63, 14.80], [16.40, 20.80, 14.72], [16.75, 20.83, 11.71], [17.73, 19.82, 12.71], [18.91, 20.33, 10.62], [19.78, 21.35, 11.85], [17.69, 22.48, 9.95], [19.48, 22.73, 9.87], [18.51, 25.28, 10.03], [17.80, 25.72, 11.63], [16.91, 24.67, 10.60], [20.50, 24.64, 11.13], [20.57, 23.28, 12.35], [20.03, 24.84, 12.84], [19.08, 22.74, 14.78], [19.77, 21.42, 13.69], [18.51, 21.19, 15.06], [18.76, 10.65, 26.72], [19.25, 10.55, 25.26], [18.31, 11.19, 24.23], [18.26, 12.66, 24.49], [19.57, 13.27, 23.97], [20.73, 12.83, 24.88], [20.70, 11.24, 25.15], [21.57, 10.65, 25.38], [20.83, 13.64, 26.16], [22.14, 12.89, 24.12], [19.52, 9.09, 24.81], [19.56, 10.28, 27.39], [17.77, 10.19, 26.90], [18.57, 11.70, 27.00], [17.38, 10.69, 24.42], [18.67, 10.92, 23.22], [18.03, 12.96, 25.57], [17.46, 13.15, 24.00], [19.55, 14.33, 24.02], [19.84, 12.88, 23.02], [21.44, 13.04, 26.86], [19.84, 13.86, 26.55], [21.36, 14.53, 25.92], [22.87, 12.27, 24.60], [22.34, 13.92, 23.85], [21.98, 12.29, 23.19], [20.01, 8.98, 23.81], [18.59, 8.54, 24.71], [20.17, 8.52, 25.52], [12.41, 10.53, 24.14], [12.53, 11.55, 23.02], [13.46, 12.72, 23.42], [13.94, 13.48, 22.20], [14.63, 12.65, 21.19], [13.76, 11.57, 20.53], [12.94, 10.83, 21.70], [12.39, 9.93, 21.40], [14.51, 10.42, 19.83], [12.60, 12.02, 19.60], [11.16, 12.04, 22.65], [12.01, 11.07, 24.99], [13.43, 10.26, 24.45], [11.72, 9.72, 23.96], [14.31, 12.28, 23.97], [13.06, 13.41, 24.14], [14.57, 14.32, 22.47], [13.08, 13.97, 21.73], [15.33, 12.03, 21.75], [15.13, 13.12, 20.34], [15.09, 10.94, 19.13], [13.77, 9.79, 19.29], [15.13, 9.91, 20.56], [13.07, 12.02, 18.63], [12.23, 13.03, 19.83], [11.74, 11.34, 19.58], [10.50, 11.25, 22.38], [11.16, 12.75, 21.83], [10.82, 12.54, 23.57], [12.36, 16.13, 17.56], [12.11, 16.95, 18.62], [11.43, 15.20, 17.46], [12.33, 16.87, 16.46], [14.04, 15.27, 17.77], [14.11, 14.99, 19.21], [13.84, 14.14, 16.92], [14.89, 16.46, 17.23], [16.30, 16.28, 16.55], [16.79, 17.57, 16.17], [17.34, 15.42, 17.16], [16.11, 15.45, 14.92], [15.09, 15.90, 14.21], [17.21, 15.69, 14.22], [15.91, 14.17, 15.11], [25.16, 17.74, 22.54], [26.18, 17.74, 21.68], [24.83, 16.49, 22.91], [25.50, 18.47, 23.63], [23.66, 18.42, 21.78], [23.87, 19.85, 21.64], [23.45, 17.67, 20.57], [22.54, 18.14, 22.75], [22.12, 18.94, 24.03], [23.02, 19.96, 24.56], [20.72, 19.21, 23.97], [22.25, 17.70, 25.35], [23.52, 17.47, 25.81], [21.51, 18.15, 26.26], [21.77, 16.50, 24.90], [22.66, 13.11, 18.55], [21.94, 14.21, 18.17], [22.27, 12.10, 17.84], [24.00, 13.29, 18.28], [22.48, 13.02, 20.44], [23.46, 12.03, 20.80], [22.62, 14.38, 20.88], [21.00, 12.58, 20.76], [20.46, 11.09, 20.47], [21.00, 10.40, 19.32], [20.18, 10.44, 21.73], [18.83, 11.75, 19.94], [18.15, 10.67, 19.61], [18.11, 12.43, 20.82], [19.05, 12.48, 18.85], [17.10, 24.61, 17.45], [15.86, 24.46, 16.98], [17.96, 24.92, 16.42], [17.00, 25.71, 18.17], [17.75, 23.08, 18.22], [17.60, 22.25, 17.07], [19.02, 23.53, 18.66], [17.04, 22.76, 19.49], [15.63, 21.86, 19.63], [14.43, 22.57, 19.15], [15.75, 20.44, 19.38], [15.61, 21.98, 21.49], [16.67, 21.48, 22.12], [15.56, 23.29, 21.87], [14.54, 21.31, 21.78], [15.45, 13.04, 28.85], [14.87, 11.94, 29.24], [15.02, 14.06, 29.58], [16.80, 12.94, 28.85], [14.72, 13.26, 27.09], [15.43, 12.38, 26.26], [13.32, 13.00, 27.26], [14.82, 14.71, 26.75], [16.26, 15.40, 26.38], [17.37, 14.85, 27.10], [16.38, 15.67, 24.99], [15.80, 17.04, 27.15], [15.67, 16.78, 28.45], [16.93, 17.71, 26.98], [14.73, 17.67, 26.70]],
  "total_energy_ha": -11964.87064,
  "e_homo_ev": -10.66,
  "total_charge": 1
}

---

[2]
{
  "formula": "C64H128O16",
  "method": "wB97M-V/def2-TZVPD",
  "elements": ["C", "C", "C", "O", "C", "H", "H", "H", "H", "H", "H", "H", "H", "C", "C", "C", "O", "C", "H", "H", "H", "H", "H", "H", "H", "H", "C", "C", "C", "O", "C", "H", "H", "H", "H", "H", "H", "H", "H", "C", "C", "C", "O", "C", "H", "H", "H", "H", "H", "H", "H", "H", "C", "C", "C", "O", "C", "H", "H", "H", "H", "H", "H", "H", "H", "C", "C", "C", "O", "C", "H", "H", "H", "H", "H", "H", "H", "H", "C", "C", "C", "O", "C", "H", "H", "H", "H", "H", "H", "H", "H", "C", "C", "C", "O", "C", "H", "H", "H", "H", "H", "H", "H", "H", "C", "C", "C", "O", "C", "H", "H", "H", "H", "H", "H", "H", "H", "C", "C", "C", "O", "C", "H", "H", "H", "H", "H", "H", "H", "H", "C", "C", "C", "O", "C", "H", "H", "H", "H", "H", "H", "H", "H", "C", "C", "C", "O", "C", "H", "H", "H", "H", "H", "H", "H", "H", "C", "C", "C", "O", "C", "H", "H", "H", "H", "H", "H", "H", "H", "C", "C", "C", "O", "C", "H", "H", "H", "H", "H", "H", "H", "H", "C", "C", "C", "O", "C", "H", "H", "H", "H", "H", "H", "H", "H", "C", "C", "C", "O", "C", "H", "H", "H", "H", "H", "H", "H", "H"],
  "xyz": [[-4.57, -0.09, -0.16], [-4.45, -0.45, -1.65], [-5.04, 0.84, -2.29], [-6.11, 1.22, -1.42], [-5.62, 1.00, -0.09], [-3.59, 0.24, 0.20], [-4.79, -0.97, 0.44], [-5.08, -1.31, -1.89], [-3.40, -0.54, -1.93], [-5.36, 0.56, -3.30], [-4.32, 1.65, -2.40], [-6.40, 0.64, 0.58], [-5.25, 1.94, 0.31], [1.81, 2.62, 3.32], [1.59, 2.05, 4.71], [0.27, 1.33, 4.57], [-0.47, 2.16, 3.66], [0.40, 3.07, 2.93], [2.22, 1.84, 2.68], [2.53, 3.43, 3.41], [1.45, 2.85, 5.43], [2.34, 1.34, 5.07], [-0.30, 1.16, 5.49], [0.39, 0.35, 4.09], [0.21, 4.05, 3.35], [0.34, 3.12, 1.84], [3.40, 3.64, -4.04], [4.14, 2.66, -4.91], [3.67, 1.34, -4.34], [2.60, 1.56, -3.46], [2.13, 2.90, -3.68], [3.14, 4.50, -4.65], [3.93, 3.95, -3.13], [5.22, 2.81, -4.85], [3.88, 2.73, -5.96], [4.44, 0.80, -3.79], [3.45, 0.72, -5.21], [1.65, 3.22, -2.76], [1.40, 3.00, -4.49], [6.03, 0.67, 1.28], [5.06, 0.47, 0.16], [5.63, 1.23, -1.02], [6.42, 2.26, -0.44], [6.80, 1.93, 0.93], [6.63, -0.24, 1.39], [5.48, 0.79, 2.21], [4.10, 0.89, 0.47], [4.86, -0.59, -0.02], [4.83, 1.59, -1.67], [6.21, 0.56, -1.66], [6.56, 2.81, 1.53], [7.85, 1.65, 0.95], [-2.39, -5.79, -3.56], [-1.60, -4.58, -4.01], [-2.43, -3.36, -3.52], [-3.66, -3.84, -3.13], [-3.78, -5.21, -3.46], [-2.08, -6.11, -2.56], [-2.29, -6.65, -4.22], [-1.50, -4.60, -5.09], [-0.61, -4.59, -3.56], [-2.49, -2.66, -4.36], [-1.95, -2.79, -2.73], [-4.26, -5.28, -4.43], [-4.43, -5.76, -2.78], [-2.50, -2.89, 6.05], [-1.11, -3.60, 6.15], [-0.14, -2.48, 6.52], [-0.86, -1.25, 6.24], [-2.15, -1.45, 5.68], [-3.17, -2.97, 6.90], [-3.04, -3.48, 5.30], [-0.84, -3.94, 5.15], [-1.00, -4.44, 6.84], [0.90, -2.61, 6.19], [-0.05, -2.61, 7.60], [-2.16, -1.37, 4.59], [-2.84, -0.69, 6.04], [4.60, 5.42, -0.19], [3.62, 6.50, -0.63], [2.34, 5.83, -1.04], [2.61, 4.51, -0.74], [3.68, 4.26, 0.21], [5.16, 5.77, 0.66], [5.31, 5.16, -0.97], [4.00, 7.16, -1.42], [3.35, 7.11, 0.24], [2.23, 5.89, -2.12], [1.40, 6.16, -0.58], [4.07, 3.25, 0.09], [3.41, 4.33, 1.26], [-4.47, 2.59, 3.49], [-5.95, 2.92, 3.19], [-6.39, 3.57, 4.52], [-5.45, 3.06, 5.53], [-4.56, 2.15, 4.93], [-3.88, 3.50, 3.42], [-3.99, 1.86, 2.85], [-6.52, 2.01, 3.01], [-5.98, 3.55, 2.30], [-7.39, 3.25, 4.80], [-6.29, 4.66, 4.52], [-4.94, 1.13, 5.05], [-3.59, 2.16, 5.41], [2.54, -2.87, -4.87], [2.95, -2.96, -3.43], [1.68, -2.57, -2.66], [0.73, -2.10, -3.60], [1.34, -1.86, -4.89], [2.19, -3.80, -5.30], [3.33, -2.52, -5.54], [3.70, -2.20, -3.24], [3.46, -3.90, -3.19], [1.72, -1.85, -1.83], [1.33, -3.52, -2.26], [1.65, -0.82, -4.85], [0.69, -2.10, -5.73], [-1.03, 1.32, -4.87], [-1.93, 0.13, -5.08], [-3.11, 0.65, -5.99], [-3.15, 2.00, -5.62], [-2.12, 2.36, -4.72], [-0.37, 1.48, -5.73], [-0.44, 1.25, -3.95], [-2.25, -0.30, -4.13], [-1.46, -0.65, -5.68], [-4.03, 0.10, -5.79], [-2.91, 0.61, -7.06], [-2.60, 2.31, -3.74], [-1.83, 3.40, -4.86], [4.40, -1.52, 4.34], [3.37, -1.45, 3.23], [2.68, -2.81, 3.16], [3.20, -3.52, 4.28], [4.49, -3.02, 4.59], [4.07, -1.00, 5.24], [5.38, -1.14, 4.06], [3.80, -1.28, 2.24], [2.59, -0.70, 3.37], [2.81, -3.36, 2.23], [1.63, -2.67, 3.42], [5.22, -3.48, 3.92], [4.78, -3.28, 5.61], [-2.31, 3.78, -0.36], [-3.40, 4.66, -0.93], [-2.90, 5.14, -2.27], [-1.56, 4.60, -2.39], [-1.08, 4.32, -1.12], [-2.40, 2.71, -0.50], [-2.31, 3.87, 0.73], [-3.54, 5.54, -0.31], [-4.43, 4.32, -0.92], [-2.78, 6.22, -2.20], [-3.50, 4.89, -3.14], [-0.66, 5.16, -0.56], [-0.24, 3.64, -1.27], [-1.42, -4.41, -0.05], [-2.49, -3.55, 0.61], [-1.94, -3.10, 1.96], [-0.77, -3.88, 2.13], [-0.16, -4.18, 0.86], [-1.21, -4.24, -1.10], [-1.70, -5.46, 0.02], [-3.50, -3.96, 0.67], [-2.62, -2.64, 0.01], [-2.61, -3.35, 2.78], [-1.71, -2.03, 2.02], [0.47, -5.07, 0.93], [0.58, -3.49, 0.46], [6.57, -3.11, -4.31], [6.54, -4.03, -3.09], [6.54, -3.04, -1.90], [7.28, -1.93, -2.38], [7.12, -1.77, -3.81], [5.55, -2.96, -4.67], [7.09, -3.64, -5.11], [7.48, -4.59, -3.01], [5.74, -4.76, -2.99], [6.96, -3.36, -0.95], [5.53, -2.73, -1.63], [8.04, -1.43, -4.27], [6.35, -1.07, -4.14], [-6.34, -1.02, 3.21], [-7.00, -0.79, 4.55], [-6.09, -1.57, 5.48], [-5.62, -2.68, 4.71], [-5.67, -2.40, 3.32], [-5.62, -0.24, 2.96], [-7.08, -0.97, 2.41], [-8.01, -1.20, 4.49], [-6.94, 0.27, 4.80], [-6.73, -1.82, 6.33], [-5.26, -0.95, 5.83], [-6.33, -3.14, 2.86], [-4.73, -2.42, 2.77], [0.07, 0.32, -1.33], [-0.53, -0.59, -0.33], [0.11, -0.20, 0.98], [1.45, 0.11, 0.59], [1.43, 0.73, -0.69], [-0.62, 1.14, -1.51], [0.17, -0.22, -2.28], [-0.18, -1.59, -0.59], [-1.61, -0.63, -0.19], [0.29, -1.05, 1.63], [-0.30, 0.68, 1.47], [2.31, 0.31, -1.16], [1.49, 1.82, -0.64]],
  "relative_energy_kj_mol": 189.6,
  "total_energy_ha": -3718.83055,
  "e_homo_ev": -9.23
}

---

Question: Which formula does entry 2 have?
Answer: C64H128O16